No. 1
The following is a quantum chemistry calculation of one molecule with the formula C5H13NO in a non-equilibrium geometry, from the Open Molecules 2025 dataset.

Geometry as ORCA input:
```
! wB97M-V def2-TZVPD RIJCOSX def2/J DEFGRID3
* xyz 0 1
O 2.21286 2.16668 0.47723
N -1.15280 -0.50233 0.81282
C 0.86357 2.05770 -0.03109
C -0.66489 -1.71033 1.43574
C -0.57235 -1.19200 -1.57405
C -0.65523 -0.09602 -0.44858
C 0.73565 0.62789 -0.40325
H 0.22038 2.45045 0.78478
H -2.00568 -0.10443 1.14911
H 0.27198 -1.54059 1.96769
H 2.41594 2.87935 1.08587
H -0.27965 -0.70555 -2.50312
H -0.66030 -2.64942 0.80642
H 1.12867 0.42535 -1.40825
H 0.87342 2.79077 -0.86427
H 0.22808 -1.84114 -1.23661
H -1.45055 -2.05371 2.13112
H 1.35280 -0.01328 0.21820
H -1.34291 0.73442 -0.76596
H -1.51901 -1.72381 -1.63377
*
```

As for the HOMO energy: -8.246 eV. The calculation puts the orbital gap at 9.28 eV. The value obtained for the lowest unoccupied orbital energy is 0.0378 hartree. As for the calculated total energy: -8932.053 eV. Its structure (SMILES) is CN[C@H](C)CCO.

No. 2
The following is a quantum chemistry calculation of C36H30F4GeMgN7OP as an isolated structure in a non-equilibrium geometry, from the Open Molecules 2025 dataset.

Geometry as ORCA input:
```
! wB97M-V def2-TZVPD RIJCOSX def2/J DEFGRID3
* xyz 2 1
Ge -3.19481 -1.17064 -0.19125
P -0.13021 2.80766 -0.01745
Mg -0.70611 0.46436 0.27795
F 8.32619 -1.13664 1.28325
F 3.68749 0.64316 -0.93785
F 5.97219 -1.94994 2.28465
F 6.01139 1.44836 -1.96555
O -1.67341 0.54716 1.83805
N 3.60429 -3.91804 -0.58915
N 1.27969 0.03586 0.68145
N -3.12181 1.16436 3.43725
N 3.01029 -2.62124 3.18545
N -1.29371 -0.14874 3.94695
N 8.71869 2.28706 -2.84225
N 10.80999 -0.24704 -0.26175
C -4.27061 -3.77144 -0.93105
C -5.04101 -4.41524 -3.10815
C -2.02221 0.52526 3.04945
C 8.58389 1.52366 -1.99855
C 0.50869 -3.07234 0.80755
C 2.52869 -3.53664 -0.49805
C 1.23199 -2.97354 -0.38535
C -4.03841 -2.48144 -1.39315
C -1.27381 -1.73374 -0.15465
C 6.02609 0.62476 -0.92785
C -0.72121 -2.44484 0.91575
C -2.72011 1.09426 -2.02825
C 7.28089 0.18036 -0.38865
C 4.84219 0.21566 -0.39515
C 7.20299 -0.71834 0.73015
C 3.52839 -0.96734 1.30725
C 8.48949 0.59306 -0.93725
C -4.05001 3.08576 -2.15435
C -0.54691 -1.69374 -1.35255
C 3.32159 -1.88944 2.36195
C 0.69489 -2.28684 -1.47435
C -4.83101 -3.12464 -3.56945
C -3.03171 2.29106 -2.65275
C 1.25839 2.99576 -1.18105
C -1.20641 4.20986 -0.47075
C 4.76159 -0.65034 0.73235
C -4.33371 -2.15794 -2.71055
C 9.75809 0.12386 -0.52555
C 2.32519 -0.40674 0.90465
C 0.58999 3.37546 1.56915
C -3.41261 0.66496 -0.89605
C -4.76311 -4.73654 -1.78985
C 6.00229 -1.12614 1.24785
C -3.59801 1.22786 4.80375
C -4.44251 1.47056 -0.41485
C -4.75811 2.66646 -1.03855
H 0.90979 -3.65094 1.62855
H -5.05691 -2.86704 -4.59315
H -3.62711 1.67286 2.72495
H -0.69481 5.13506 -0.20155
H -2.15961 4.14796 0.05385
H -4.93081 -5.73844 -1.43025
H -4.54931 1.75136 4.83035
H 1.52059 4.04836 -1.29985
H 2.11379 2.43526 -0.81515
H -4.05631 -4.01284 0.10185
H 0.97589 2.59046 -2.15065
H -4.17971 -1.14344 -3.06295
H -3.75401 0.22586 5.20525
H -4.29321 4.01516 -2.64505
H -5.41791 -5.16994 -3.77965
H 1.22339 -2.25274 -2.41645
H -2.50331 2.58056 -3.55105
H -0.20901 3.64376 2.26175
H -2.88871 1.76686 5.43635
H 1.22819 4.24586 1.40355
H -1.00061 -1.27014 -2.24015
H -0.45911 -0.62204 3.64015
H -1.29401 -2.54444 1.83255
H -1.54231 -0.20754 4.91795
H -5.02471 1.13206 0.43625
H -5.57861 3.26226 -0.67265
H -1.96861 0.46466 -2.49015
H -3.74271 -1.29364 1.22305
H -1.39261 4.19576 -1.54345
H 1.17809 2.57166 2.01265
*
```

As for the HOMO energy (spin up / spin down): -13.663 / -13.663 eV. The calculation puts the orbital gap (spin up / spin down) at 5.47 / 5.45 eV. The value obtained for the lowest unoccupied orbital energy (spin up / spin down) is -0.3010 / -0.3019 hartree. As for the calculated total energy: -132401.944 eV.

No. 3
The following is a quantum chemistry calculation of a 2-piece molecular cluster, C13H17N3O2 overall, from the Open Molecules 2025 dataset.

Geometry as ORCA input:
```
! wB97M-V def2-TZVPD RIJCOSX def2/J DEFGRID3
* xyz 0 1
O -0.04271 -3.33432 0.93290
O -0.66975 -5.42467 0.74458
N 3.40027 1.29306 -1.30041
N 1.20139 1.08821 0.44713
N -1.75974 3.05971 0.36139
C 2.40795 0.75719 0.80168
C -0.33550 -1.94052 1.07745
C -0.38782 2.36850 -2.55368
C -0.99328 -4.29219 0.96886
C 1.96126 2.13724 -3.00883
C 2.14685 1.64842 -1.70096
C -0.25682 1.89777 -1.27703
C -1.44515 1.81089 -0.35671
C -2.40505 -3.92909 1.37217
C 0.71723 2.48618 -3.42312
C 3.51727 0.85618 -0.08241
C -0.41000 -1.51414 2.52761
C 1.03606 1.53558 -0.82800
H 4.50212 0.56297 0.26492
H -0.91291 3.37398 0.82671
H 2.82314 2.22074 -3.65623
H -2.49507 -4.05923 2.45049
H -1.23954 -1.67748 0.52713
H 0.56344 2.86654 -4.42369
H -1.37324 2.64708 -2.90984
H 0.51776 -1.76989 3.03977
H -1.22990 -2.00536 3.05254
H 2.56172 0.39393 1.81300
H -1.27217 1.04499 0.39661
H -2.32309 1.52948 -0.93873
H -0.55711 -0.43539 2.59082
H 0.49116 -1.43394 0.58447
H -1.95564 3.78114 -0.32624
H -3.08024 -4.62778 0.88655
H -2.70288 -2.91578 1.11911
*
```

As for the HOMO energy: -9.156 eV. The calculation puts the orbital gap at 8.72 eV. The value obtained for the lowest unoccupied orbital energy is -0.0162 hartree. As for the calculated total energy: -22322.127 eV. Its structure (SMILES) is NCc1cccc2nccnc12.CCOC(C)=O.

Calculated relative energy (zero: lowest compared OMol25 entry of this formula, charge and spin) (kJ/mol), listed in the same order as above: 188.9; 83.7; 0.0